(1)
Computed, not measured: a structure of composition C24H24BClN4O6Ru, with ωB97M-V with the def2-TZVPD basis set.

Values from the calculation:
* LUMO energy: -0.3162 Eh
* E_HOMO: -15.22 eV
* ΔE to the lowest compared entry with this formula, charge and spin: 0.00 kJ/mol
* total energy: -59290.5577 eV
* gap between HOMO and LUMO: 6.6 eV

```
! wB97M-V def2-TZVPD RIJCOSX def2/J DEFGRID3
* xyz 2 1
Ru 0.292 0.837 0.569
O -2.091 -3.970 2.630
C -1.754 -3.146 3.606
O -1.931 -3.381 4.763
C -1.143 -1.827 3.208
C -0.734 -0.808 4.119
Cl -0.839 -0.747 5.781
N -0.225 0.217 3.423
N -0.320 -0.077 2.101
C -0.838 -1.317 1.974
C -0.823 -1.780 0.541
O -1.233 -2.850 0.186
O -0.247 -0.885 -0.249
C 0.394 1.470 3.750
C -0.102 2.602 3.103
C 0.556 3.811 3.292
C 1.666 3.870 4.124
C 2.129 2.731 4.771
C 1.502 1.508 4.578
H -1.884 -3.652 1.727
H -1.042 2.541 2.562
H 0.178 4.710 2.823
H 2.164 4.817 4.287
H 2.989 2.793 5.424
H 1.861 0.605 5.053
C -2.533 2.644 -3.552
C -1.979 3.028 -2.202
C -2.773 4.141 -1.553
O -2.126 1.823 -1.294
B -1.051 1.899 -0.549
O -0.066 2.818 -0.775
C -0.426 3.274 -2.190
C 0.352 2.366 -3.120
C -0.007 4.716 -2.314
H -3.607 2.487 -3.472
H -2.080 1.734 -3.938
H -2.362 3.454 -4.263
H -3.805 3.816 -1.431
H -2.770 5.029 -2.184
H -2.376 4.413 -0.573
H 0.057 1.321 -3.005
H 1.419 2.469 -2.913
H 0.178 2.654 -4.156
H -0.444 5.338 -1.537
H -0.327 5.100 -3.285
H 1.078 4.793 -2.261
N 3.500 -0.112 -1.795
C 2.310 -0.338 -1.258
N 1.974 0.649 -0.426
C 3.032 1.575 -0.430
C 3.196 2.783 0.238
C 4.369 3.470 -0.007
C 5.344 2.977 -0.888
C 5.183 1.779 -1.556
C 4.001 1.094 -1.303
H 3.959 -0.727 -2.451
H 1.692 -1.197 -1.459
H 2.448 3.170 0.921
H 4.546 4.413 0.491
H 6.246 3.551 -1.047
H 5.934 1.402 -2.235
*
```

(2)
Computed, not measured: a structure of composition C24H24BN12O3PtS, with ωB97M-V with the def2-TZVPD basis set.

Values from the calculation:
* LUMO energy (alpha / beta): -0.2417 / -0.2790 Eh
* E_HOMO (alpha / beta): -13.71 / -13.72 eV
* ΔE to the lowest compared entry with this formula, charge and spin: 44.78 kJ/mol
* total energy: -64046.5666 eV
* gap between HOMO and LUMO (alpha / beta): 7.1 / 6.1 eV

```
! wB97M-V def2-TZVPD RIJCOSX def2/J DEFGRID3
* xyz 2 2
Pt -0.300 -1.257 0.490
C -3.405 -3.933 -0.337
C -2.564 -3.275 0.550
N -1.769 -2.456 -0.142
N -2.077 -2.551 -1.447
C -3.063 -3.450 -1.586
B -1.311 -1.697 -2.500
N -1.474 -0.192 -2.081
C -1.750 0.880 -2.838
C -1.780 2.000 -2.026
C -1.495 1.524 -0.753
N -1.317 0.205 -0.798
N 0.195 -2.058 -2.324
C 1.116 -2.624 -3.116
C 2.276 -2.821 -2.385
C 1.989 -2.346 -1.120
N 0.737 -1.874 -1.098
N -1.872 -1.902 -3.865
C -3.142 -1.606 -4.270
C -3.277 -2.028 -5.563
C -2.021 -2.586 -5.881
N -1.187 -2.514 -4.866
H -4.157 -4.665 -0.102
H -2.484 -3.346 1.622
H -3.451 -3.689 -2.562
H -1.929 0.774 -3.894
H -2.016 3.008 -2.317
H -1.449 2.051 0.185
H 0.862 -2.848 -4.137
H 3.193 -3.265 -2.728
H 2.596 -2.328 -0.230
H -3.847 -1.125 -3.610
H -4.146 -1.949 -6.191
H -1.700 -3.034 -6.807
N -0.543 5.107 5.068
C -0.363 3.860 4.595
C 0.636 3.024 5.137
C 0.813 1.750 4.665
C 0.007 1.281 3.619
C -0.997 2.094 3.075
C -1.176 3.365 3.551
S 0.234 -0.315 3.059
O -1.038 -0.760 2.364
O 0.742 -1.167 4.070
N 1.139 -0.324 1.640
C 2.403 0.121 1.609
N 3.079 0.263 2.745
C 4.361 0.565 2.678
C 5.052 0.713 1.462
C 4.295 0.661 0.336
N 2.961 0.401 0.401
H -0.037 5.428 5.875
H -1.319 5.668 4.763
H 1.247 3.385 5.954
H 1.557 1.099 5.102
H -1.672 1.691 2.332
H -1.976 3.981 3.162
H 4.869 0.692 3.627
H 6.112 0.907 1.421
H 4.705 0.834 -0.652
C 1.747 2.479 -0.212
C 2.179 1.118 -0.679
O 2.047 0.649 -1.757
H 1.170 2.955 -0.999
H 2.630 3.074 0.020
H 1.150 2.377 0.695
*
```

(3)
Computed, not measured: a cluster of 2 separate species, C24H24BN2O5 in total, with ωB97M-V with the def2-TZVPD basis set.

Values from the calculation:
* LUMO energy: -0.1593 Eh
* E_HOMO: -9.67 eV
* ΔE to the lowest compared entry with this formula, charge and spin: 1045.69 kJ/mol
* total energy: -39156.9107 eV
* gap between HOMO and LUMO: 5.3 eV

```
! wB97M-V def2-TZVPD RIJCOSX def2/J DEFGRID3
* xyz 1 1
C 2.128 1.527 4.728
C 0.754 1.083 4.847
C -0.443 1.782 5.070
C -1.509 0.930 4.859
C -0.938 -0.268 4.182
B 0.184 -0.027 0.994
N 0.609 0.678 -0.162
C 1.154 1.911 0.594
C 1.664 -0.139 -0.786
C 1.944 -1.222 0.197
O 2.539 -2.257 0.081
O 1.140 -0.926 1.351
C -0.613 0.926 -0.980
C -1.453 1.639 0.034
O -2.296 2.462 -0.161
O -1.115 1.067 1.258
O 0.498 -0.189 4.499
H 2.265 2.603 4.637
H 2.786 1.269 5.571
H 2.566 1.103 3.824
H -0.535 2.822 5.342
H -2.591 1.088 4.822
H 1.592 2.541 -0.157
H 0.370 2.497 1.081
H 1.793 1.663 1.461
H 1.313 -0.592 -1.714
H 2.540 0.475 -0.963
H -0.363 1.337 -1.942
H -1.305 -0.055 -1.192
C -2.666 -0.185 2.599
C -1.163 -0.477 2.820
N -1.144 -1.980 2.184
C -1.000 -3.040 3.083
C -1.452 -3.162 4.433
C -1.555 -4.454 4.969
C -1.125 -5.573 4.249
C -0.553 -5.436 2.976
C -0.578 -4.173 2.384
C -0.490 -3.816 1.012
C -1.033 -2.517 0.850
C -1.542 -2.271 -0.477
C -0.915 -2.939 -1.539
C -0.243 -4.135 -1.356
C -0.130 -4.612 -0.056
H -3.275 -0.834 3.234
H -2.993 0.850 2.756
H -2.971 -0.476 1.590
H -1.098 -1.262 4.250
H -1.692 -2.298 5.063
H -1.991 -4.559 5.967
H -1.276 -6.575 4.662
H -0.162 -6.252 2.375
H -2.478 -1.764 -0.732
H -1.050 -2.506 -2.528
H 0.146 -4.658 -2.213
H 0.239 -5.607 0.149
*
```

(4)
Computed, not measured: a structure of composition C24H24Cl2N8O4PS2W, with ωB97M-V with the def2-TZVPD basis set.

Values from the calculation:
* LUMO energy (alpha / beta): -0.2533 / -0.2959 Eh
* E_HOMO (alpha / beta): -13.30 / -13.30 eV
* total energy: -103208.7300 eV
* gap between HOMO and LUMO (alpha / beta): 6.4 / 5.2 eV

```
! wB97M-V def2-TZVPD RIJCOSX def2/J DEFGRID3
* xyz 2 2
W 0.128 0.593 0.328
Cl -2.386 2.575 6.538
C -1.861 2.570 4.924
C -1.527 1.390 4.334
C -1.106 1.394 2.985
N -0.792 0.328 2.228
C -0.675 -0.953 2.815
O -0.508 -1.183 3.977
C -0.877 -1.976 1.780
C -1.116 -3.294 2.095
C -1.485 -4.142 1.065
C -1.611 -3.620 -0.215
C -1.307 -2.292 -0.445
N -0.933 -1.475 0.544
C -1.051 2.623 2.257
C -1.364 3.838 2.892
C -1.761 3.819 4.197
Cl -2.138 5.279 4.972
N -0.620 2.470 0.987
C -0.715 3.536 0.082
O -1.463 4.471 0.176
C 0.275 3.394 -1.003
C 0.616 4.472 -1.785
C 1.621 4.310 -2.727
C 2.230 3.075 -2.833
C 1.823 2.033 -2.016
N 0.847 2.187 -1.111
H -1.573 0.481 4.905
H -1.024 -3.617 3.122
H -1.690 -5.187 1.257
H -1.934 -4.239 -1.041
H -1.369 -1.867 -1.433
H -1.302 4.778 2.372
H 0.103 5.410 -1.628
H 1.928 5.135 -3.356
H 3.030 2.900 -3.538
H 2.285 1.063 -2.072
C 1.578 -5.452 -0.684
C 1.644 -4.261 -1.610
O 2.599 -3.294 -1.129
P 2.232 -2.049 -0.171
S 1.993 0.819 1.336
S 0.962 -0.792 -1.489
O 3.596 -1.206 -0.363
C 4.864 -1.774 0.085
C 5.436 -0.925 1.192
H 0.893 -6.201 -1.087
H 1.231 -5.162 0.311
H 2.561 -5.909 -0.583
H 0.670 -3.782 -1.731
H 1.994 -4.551 -2.597
H 5.509 -1.785 -0.790
H 4.712 -2.806 0.403
H 5.460 0.124 0.894
H 6.457 -1.241 1.409
H 4.850 -1.016 2.108
N -4.687 2.041 -2.747
C -4.131 0.985 -3.347
N -4.647 0.529 -4.481
N -3.082 0.345 -2.848
C -2.339 0.637 -1.866
N -1.610 0.843 -0.977
H -5.510 2.490 -3.111
H -4.300 2.399 -1.891
H -5.414 0.984 -4.945
H -4.217 -0.266 -4.922
*
```

(5)
Computed, not measured: a cluster of 12 separate species, C24H24Cl46FNPS in total, with ωB97M-V with the def2-TZVPD basis set.

Values from the calculation:
* LUMO energy: -0.1503 Eh
* E_HOMO: -12.06 eV
* total energy: -625631.1202 eV
* gap between HOMO and LUMO: 8.0 eV

```
! wB97M-V def2-TZVPD RIJCOSX def2/J DEFGRID3
* xyz 1 1
C 2.179 3.574 1.123
C 3.255 2.538 1.461
C 3.844 1.838 0.208
Cl 5.605 1.912 0.137
C 3.432 0.427 0.122
N 2.733 -0.026 -0.868
P 2.226 0.898 -2.304
S 0.768 2.105 -2.012
C 2.365 -1.472 -0.719
C 0.976 -1.832 -1.218
F 1.124 -2.249 -2.545
C 0.339 -2.965 -0.455
C -1.081 -3.239 -0.976
C 2.518 -1.593 0.803
C 3.715 -0.712 1.062
C 4.171 -0.537 2.506
C 5.670 -0.424 2.730
C 6.418 -1.685 2.352
Cl 7.988 -1.757 3.151
H 2.444 4.542 1.522
H 1.248 3.303 1.603
H 1.969 3.644 0.066
H 4.078 3.007 1.976
H 2.796 1.777 2.071
H 3.502 2.392 -0.651
H 2.074 -0.094 -3.275
H 3.422 1.541 -2.627
H 3.103 -2.101 -1.207
H 0.305 -0.976 -1.209
H 0.243 -2.729 0.594
H 0.908 -3.876 -0.593
H -1.090 -3.997 -1.744
H -1.750 -3.492 -0.168
H -1.488 -2.346 -1.430
H 2.621 -2.612 1.134
H 1.608 -1.147 1.194
H 4.548 -1.207 0.546
H 3.850 -1.430 3.031
H 3.688 0.288 3.003
H 6.107 0.431 2.239
H 5.818 -0.266 3.791
H 6.588 -1.723 1.285
H 5.864 -2.562 2.656
C -3.512 1.836 -1.241
Cl -4.464 1.342 -2.631
Cl -4.539 1.888 0.189
Cl -2.191 0.674 -0.948
Cl -2.807 3.425 -1.533
C 5.201 3.877 5.464
Cl 5.548 4.611 7.022
Cl 4.151 4.961 4.538
Cl 6.706 3.614 4.583
Cl 4.373 2.333 5.719
C -5.684 3.810 3.958
Cl -6.274 2.717 2.703
Cl -4.229 4.629 3.378
Cl -6.927 5.004 4.321
Cl -5.302 2.890 5.414
C -9.648 2.518 0.287
Cl -7.972 2.090 -0.099
Cl -10.346 3.403 -1.069
Cl -10.573 1.045 0.571
Cl -9.685 3.528 1.732
C -1.061 -0.756 -5.346
Cl -1.440 -0.015 -3.788
Cl -2.025 -0.023 -6.621
Cl 0.663 -0.496 -5.666
Cl -1.394 -2.486 -5.260
C -12.710 -2.428 0.237
Cl -11.508 -3.719 0.163
Cl -12.425 -1.451 1.686
Cl -12.568 -1.416 -1.200
Cl -14.324 -3.129 0.318
C 11.188 -4.835 3.156
Cl 12.440 -4.461 1.972
Cl 11.579 -6.346 3.973
Cl 11.090 -3.531 4.342
Cl 9.632 -4.996 2.333
C 8.090 5.615 0.730
Cl 7.875 7.257 0.135
Cl 6.639 5.108 1.608
Cl 8.355 4.519 -0.631
Cl 9.472 5.550 1.819
C -4.351 -6.044 -4.267
Cl -5.664 -5.982 -5.437
Cl -4.996 -5.841 -2.637
Cl -3.519 -7.594 -4.386
Cl -3.206 -4.732 -4.603
C -16.507 0.614 -0.521
Cl -16.869 2.144 -1.323
Cl -14.902 0.699 0.209
Cl -17.708 0.305 0.733
Cl -16.544 -0.692 -1.708
C 4.842 -1.247 -6.154
Cl 4.028 -2.752 -5.726
Cl 6.210 -0.983 -5.070
Cl 5.400 -1.316 -7.816
Cl 3.695 0.095 -5.975
*
```

(6)
Computed, not measured: a structure of composition C24H24ClF3N2O4Tc, with ωB97M-V with the def2-TZVPD basis set.

Values from the calculation:
* LUMO energy (alpha / beta): -0.4049 / -0.2626 Eh
* E_HOMO (alpha / beta): -13.50 / -13.50 eV
* ΔE to the lowest compared entry with this formula, charge and spin: 0.00 kJ/mol
* total energy: -59306.0965 eV
* gap between HOMO and LUMO (alpha / beta): 2.5 / 6.4 eV

```
! wB97M-V def2-TZVPD RIJCOSX def2/J DEFGRID3
* xyz 2 2
Tc -0.559 0.069 0.882
O 1.171 1.988 -2.053
C -0.046 1.543 -1.598
O 0.130 0.321 -0.803
C -0.507 2.617 -0.638
C -0.655 3.976 -0.905
C -1.105 4.803 0.102
C -1.391 4.281 1.370
C -1.206 2.939 1.555
N -0.779 2.142 0.567
C -1.377 2.119 2.778
O -1.818 2.569 3.899
O -1.047 0.915 2.728
H 1.502 1.376 -2.730
H -0.409 4.366 -1.886
H -1.230 5.863 -0.081
H -1.730 4.935 2.166
H -2.108 3.494 3.861
Cl -0.671 -1.686 -3.552
C -0.246 -0.304 -4.530
C 0.304 -0.538 -5.777
C 0.671 0.532 -6.576
C 0.492 1.831 -6.125
C -0.060 2.048 -4.877
C -0.449 0.987 -4.056
C -1.080 1.240 -2.711
H 0.440 -1.558 -6.115
H 1.096 0.348 -7.556
H 0.772 2.671 -6.749
H -0.210 3.066 -4.528
H -1.613 0.351 -2.389
H -1.805 2.052 -2.778
F -3.113 -0.879 1.635
C -2.620 -0.103 0.664
F -2.944 -0.626 -0.519
F -3.271 1.089 0.761
C 2.402 -3.123 4.170
N 2.232 -1.703 3.712
C 1.033 -1.079 4.355
C 2.219 -1.551 2.190
C 1.193 -2.414 1.516
C 1.565 -3.701 1.167
C 0.642 -4.584 0.608
C -0.664 -4.173 0.410
C -1.036 -2.869 0.730
C -0.111 -1.939 1.239
H 2.538 -3.112 5.247
H 3.276 -3.552 3.687
H 1.512 -3.686 3.906
H 3.054 -1.195 4.032
H 0.143 -1.533 3.929
H 1.045 -0.010 4.161
H 1.073 -1.264 5.425
H 3.227 -1.798 1.864
H 2.050 -0.489 2.010
H 2.589 -4.029 1.318
H 0.947 -5.589 0.342
H -1.397 -4.856 -0.001
H -2.062 -2.586 0.549
*
```

(7)
Computed, not measured: a structure of composition C24H24CrN7O2Te, with ωB97M-V with the def2-TZVPD basis set.

Values from the calculation:
* LUMO energy (alpha / beta): -0.0230 / -0.0147 Eh
* E_HOMO (alpha / beta): -7.23 / -7.48 eV
* ΔE to the lowest compared entry with this formula, charge and spin: 40.51 kJ/mol
* total energy: -75517.7709 eV
* gap between HOMO and LUMO (alpha / beta): 6.6 / 7.1 eV

```
! wB97M-V def2-TZVPD RIJCOSX def2/J DEFGRID3
* xyz 0 4
Cr -0.354 -0.735 -0.763
O 1.510 -0.330 -0.736
C 2.344 -0.365 0.282
C 3.687 -0.011 0.056
C 4.609 -0.034 1.079
C 4.246 -0.405 2.376
C 2.936 -0.754 2.616
C 1.974 -0.745 1.595
C 0.623 -1.126 1.959
N -0.373 -1.170 1.152
N -1.600 -1.619 1.659
C -2.458 -1.698 0.678
O -2.207 -1.394 -0.555
C -3.826 -2.200 0.989
C -4.196 -2.509 2.296
C -5.466 -2.991 2.563
C -6.376 -3.170 1.527
C -6.010 -2.860 0.226
C -4.738 -2.374 -0.045
H 3.963 0.296 -0.944
H 5.633 0.249 0.870
H 4.976 -0.415 3.173
H 2.625 -1.041 3.613
H 0.426 -1.404 2.992
H -3.479 -2.365 3.092
H -5.749 -3.225 3.581
H -7.369 -3.546 1.737
H -6.718 -2.992 -0.582
H -4.443 -2.124 -1.054
C 3.092 6.091 -1.162
C 2.042 5.014 -1.148
C 1.235 4.780 -2.248
C 0.260 3.783 -2.252
C -0.567 3.598 -3.495
C 0.086 3.001 -1.106
Te -1.476 1.569 -1.059
C 0.892 3.220 0.021
C 0.745 2.422 1.286
C 1.856 4.220 -0.024
H 3.155 6.568 -2.140
H 4.077 5.685 -0.924
H 2.874 6.866 -0.424
H 1.369 5.380 -3.142
H -0.127 4.146 -4.328
H -1.588 3.963 -3.356
H -0.645 2.546 -3.771
H 0.580 1.367 1.074
H -0.115 2.766 1.867
H 1.637 2.513 1.907
H 2.484 4.377 0.847
N -0.279 -6.135 -1.487
N 0.212 -4.838 -1.389
N 1.499 -4.581 -1.482
C 1.489 -3.256 -1.424
N 0.247 -2.778 -1.301
N -0.569 -3.817 -1.281
H 0.236 -6.691 -0.813
H -1.257 -6.083 -1.219
H 2.366 -2.634 -1.453
*
```